No. 1
Entry from the OMol25 dataset: a structure of composition C60H64GeMnNO3PS (the ωB97M-V functional and the def2-TZVPD basis).

Structure (XYZ):
```
132
Properties=species:S:1:pos:R:3
Mn 1.064 0.981 -0.715
N 3.164 0.485 -0.890
C 4.110 1.498 -0.425
C 5.435 1.160 -0.195
C 6.326 2.132 0.231
C 5.901 3.443 0.417
C 4.580 3.780 0.183
C 3.671 2.803 -0.223
P 1.933 3.155 -0.559
C 1.076 3.443 0.991
C 1.653 3.174 2.201
C 0.922 3.270 3.395
C -0.408 3.747 3.367
C -1.026 4.024 2.193
C -0.395 3.725 0.877
C 1.860 4.660 -1.533
C 1.680 5.891 -0.906
C 1.695 7.052 -1.666
C 1.889 6.981 -3.039
C 2.063 5.752 -3.664
C 2.043 4.589 -2.913
H 3.394 0.211 -1.847
H 3.268 -0.359 -0.327
H 5.771 0.142 -0.354
H 7.360 1.869 0.407
H 6.602 4.200 0.741
H 4.249 4.802 0.318
H 2.692 2.869 2.247
H 1.394 3.020 4.335
H -0.931 3.913 4.300
H -2.037 4.406 2.180
H -0.592 4.541 0.176
H 1.529 5.945 0.166
H 1.561 8.010 -1.184
H 1.900 7.889 -3.626
H 2.210 5.702 -4.733
H 2.164 3.628 -3.402
C 1.638 -9.713 -1.817
C 1.658 -8.212 -1.744
O 0.936 -7.555 -1.054
S 2.892 -7.488 -2.852
C 2.467 -5.790 -2.617
C 2.668 -5.194 -1.376
C 2.216 -3.909 -1.149
C 1.578 -3.206 -2.172
C 1.438 -3.776 -3.435
C 1.879 -5.070 -3.652
C 1.019 -1.908 -1.872
C 0.728 -0.754 -1.558
H 1.541 -10.112 -0.809
H 2.528 -10.114 -2.297
H 0.760 -10.015 -2.388
H 3.146 -5.753 -0.584
H 2.330 -3.454 -0.174
H 0.950 -3.225 -4.227
H 1.741 -5.537 -4.617
C 2.264 0.222 7.171
C 1.740 0.054 5.773
C 2.558 -0.403 4.748
C 2.087 -0.566 3.453
C 3.052 -1.120 2.432
C 0.741 -0.268 3.178
C -0.122 0.140 4.210
C -1.582 0.453 4.008
C 0.406 0.307 5.483
C 0.238 -0.290 1.772
O -0.836 -0.701 1.396
O 1.079 0.345 0.949
H 3.352 0.194 7.194
H 1.895 -0.577 7.816
H 1.932 1.165 7.603
H 3.588 -0.658 4.967
H 3.738 -1.814 2.916
H 3.652 -0.320 1.990
H 2.543 -1.656 1.631
H -1.714 1.499 3.721
H -2.121 0.305 4.942
H -2.035 -0.173 3.247
H -0.255 0.628 6.279
C -5.951 -2.705 -1.880
C -4.527 -2.259 -2.185
C -3.990 -1.293 -1.134
C -2.559 -0.811 -1.411
Ge -1.311 -2.286 -1.437
C -1.178 -3.682 -0.118
C -2.474 -4.513 -0.149
C -2.431 -5.666 0.856
C -2.441 -5.200 2.307
H -6.332 -3.376 -2.647
H -6.621 -1.847 -1.825
H -6.001 -3.229 -0.925
H -4.485 -1.781 -3.168
H -3.882 -3.144 -2.247
H -4.040 -1.765 -0.149
H -4.637 -0.414 -1.081
H -2.243 -0.095 -0.660
H -2.494 -0.345 -2.396
H -1.239 -2.869 -2.857
H -0.992 -3.246 0.860
H -0.338 -4.317 -0.402
H -2.622 -4.926 -1.151
H -3.339 -3.882 0.072
H -1.542 -6.271 0.657
H -3.291 -6.313 0.676
H -1.534 -4.653 2.570
H -2.514 -6.048 2.986
H -3.294 -4.547 2.501
C -5.491 2.899 0.367
C -4.862 1.803 0.935
C -3.482 1.684 0.869
C -2.705 2.649 0.234
C -3.346 3.755 -0.317
C -4.727 3.877 -0.253
C -1.200 2.431 0.265
C -0.525 1.940 -0.974
C -0.821 2.401 -2.328
C -0.675 1.521 -3.414
C -0.896 1.949 -4.711
C -1.223 3.276 -4.958
C -1.322 4.172 -3.902
C -1.132 3.741 -2.602
H -6.566 3.000 0.417
H -5.443 1.039 1.435
H -2.999 0.824 1.313
H -2.789 4.559 -0.772
H -5.204 4.749 -0.677
H -1.022 1.674 1.028
H -0.426 0.485 -3.232
H -0.817 1.246 -5.529
H -1.393 3.613 -5.971
H -1.551 5.212 -4.089
H -1.169 4.470 -1.809
```

2S+1   4
Highest occupied orbital energy (alpha / beta)   -11.94 / -13.01 eV
Net charge   +2

***

No. 2
Entry from the OMol25 dataset: a structure of composition C60H67CsN12O6P2S at a distorted geometry (the ωB97M-V functional and the def2-TZVPD basis).

Structure (XYZ):
```
149
Properties=species:S:1:pos:R:3
Cs 0.376 -0.329 -0.477
N 0.725 0.107 2.638
C 1.038 1.349 3.317
C -0.021 2.412 3.022
N -0.177 2.777 1.616
C 0.666 3.892 1.233
C 2.164 3.600 1.278
N 2.443 2.324 0.644
C -1.583 3.048 1.327
C -1.936 3.248 -0.144
N -1.675 2.040 -0.912
H -0.189 -0.241 2.924
H 1.396 -0.608 2.897
H 2.023 1.667 2.981
H 1.072 1.252 4.417
H 0.203 3.306 3.631
H -0.970 2.000 3.374
H 0.461 4.791 1.848
H 0.430 4.133 0.195
H 2.522 3.578 2.312
H 2.664 4.454 0.790
H 3.417 2.232 0.383
H 1.867 2.214 -0.182
H -1.936 3.938 1.885
H -2.150 2.181 1.675
H -1.354 4.066 -0.576
H -2.991 3.566 -0.177
H -2.003 2.164 -1.863
H -2.226 1.269 -0.531
O -1.068 -0.491 -2.497
P -0.788 -0.309 -3.931
C 0.183 1.209 -4.321
P 1.862 1.046 -3.581
O 1.799 0.790 -2.130
C 2.632 2.639 -3.967
C 3.186 3.341 -2.899
C 3.852 4.536 -3.114
C 3.991 5.029 -4.404
C 3.449 4.329 -5.473
C 2.772 3.142 -5.261
C 2.792 -0.176 -4.515
C 2.790 -0.298 -5.904
C 3.631 -1.209 -6.515
C 4.495 -1.992 -5.760
C 4.521 -1.852 -4.379
C 3.682 -0.944 -3.761
C -2.314 -0.102 -4.906
C -2.813 1.142 -5.278
C -4.009 1.232 -5.973
C -4.715 0.083 -6.297
C -4.237 -1.159 -5.902
C -3.044 -1.250 -5.206
C 0.079 -1.690 -4.688
C 0.121 -1.898 -6.066
C 0.785 -3.000 -6.569
C 1.412 -3.898 -5.714
C 1.361 -3.697 -4.340
C 0.694 -2.599 -3.829
H -0.278 2.065 -3.823
H 0.240 1.374 -5.398
H 3.067 2.935 -1.903
H 4.263 5.084 -2.277
H 4.523 5.956 -4.575
H 3.556 4.715 -6.479
H 2.346 2.605 -6.100
H 2.113 0.294 -6.509
H 3.604 -1.320 -7.592
H 5.144 -2.706 -6.249
H 5.198 -2.450 -3.782
H 3.688 -0.822 -2.683
H -2.269 2.043 -5.025
H -4.392 2.202 -6.261
H -5.640 0.155 -6.854
H -4.795 -2.055 -6.139
H -2.656 -2.212 -4.890
H -0.371 -1.202 -6.737
H 0.825 -3.159 -7.639
H 1.939 -4.751 -6.120
H 1.842 -4.402 -3.672
H 0.635 -2.405 -2.761
O -0.071 -3.000 -0.702
N -0.194 -4.231 -1.010
C 0.567 -5.170 -0.394
C 0.475 -6.499 -0.731
C -0.415 -6.914 -1.715
C -1.194 -5.944 -2.331
C -1.071 -4.623 -1.968
H 1.229 -4.783 0.368
H 1.101 -7.212 -0.215
H -0.503 -7.957 -1.984
H -1.908 -6.210 -3.097
H -1.645 -3.822 -2.408
O -0.074 -4.158 9.453
C -0.363 -4.849 8.312
O -0.367 -6.054 8.366
C -0.651 -4.070 7.103
C -0.946 -4.781 5.929
C -1.248 -4.140 4.753
C -1.267 -2.729 4.675
S -1.720 -1.930 3.232
C -0.953 -2.017 5.853
C -0.662 -2.669 7.029
H -0.118 -3.211 9.292
H -0.933 -5.861 5.982
H -1.485 -4.698 3.857
H -0.975 -0.936 5.821
H -0.458 -2.055 7.902
C -3.330 -2.323 -0.140
C -4.292 -1.237 0.201
N -4.066 0.042 0.025
C -5.198 0.700 0.431
C -6.136 -0.193 0.842
N -5.556 -1.436 0.702
C -6.236 -2.697 0.936
N -7.122 -2.683 2.068
N -8.458 -2.551 1.894
N -9.052 -2.613 3.018
C -8.116 -2.795 4.008
C -8.236 -2.938 5.393
C -7.075 -3.114 6.108
C -5.815 -3.152 5.484
C -5.676 -3.020 4.120
C -6.849 -2.839 3.400
H -2.540 -1.898 -0.770
H -3.829 -3.122 -0.693
H -2.878 -2.733 0.769
H -5.257 1.774 0.385
H -7.136 -0.073 1.221
H -5.482 -3.473 1.075
H -6.867 -2.937 0.077
H -9.205 -2.910 5.873
H -7.118 -3.226 7.183
H -4.927 -3.284 6.085
H -4.702 -3.017 3.646
N 7.127 -4.930 -0.170
C 6.898 -3.761 0.549
O 7.770 -3.331 1.317
C 5.637 -3.084 0.301
C 5.316 -1.930 1.066
C 4.127 -1.279 0.846
N 3.212 -1.674 -0.070
C 3.514 -2.759 -0.795
C 4.677 -3.485 -0.668
H 7.940 -5.453 0.106
H 6.356 -5.455 -0.540
H 6.022 -1.590 1.811
H 3.861 -0.390 1.412
H 2.766 -3.054 -1.532
H 4.843 -4.334 -1.323
```

2S+1   2
Highest occupied orbital energy (alpha / beta)   -1.47 / -4.12 eV
Net charge   -1

***

No. 3
Entry from the OMol25 dataset: a cluster of 10 separate species, C60H70Cl5N10 in total at a distorted geometry (the ωB97M-V functional and the def2-TZVPD basis).

Structure (XYZ):
```
145
Properties=species:S:1:pos:R:3
C 7.284 -14.843 22.086
N 6.500 -15.967 21.457
C 5.213 -16.114 21.707
C 4.554 -17.164 21.137
C 5.235 -18.112 20.280
C 6.566 -17.996 20.196
C 7.219 -16.863 20.735
C 4.412 -19.121 19.481
C 4.638 -19.333 18.118
C 3.859 -20.154 17.382
N 2.811 -20.826 17.935
C 2.568 -20.655 19.258
C 3.382 -19.885 20.077
C 1.978 -21.696 17.147
H 8.329 -15.120 22.226
H 6.831 -14.433 22.989
H 7.203 -14.056 21.336
H 4.699 -15.403 22.337
H 3.506 -17.353 21.317
H 7.123 -18.740 19.646
H 8.270 -16.746 20.513
H 5.445 -19.046 17.461
H 3.835 -20.216 16.304
H 1.788 -21.209 19.759
H 3.089 -19.621 21.083
H 1.392 -22.405 17.733
H 2.599 -22.280 16.468
H 1.410 -21.089 16.443
C 9.087 -11.718 22.369
N 8.812 -10.750 23.424
C 8.981 -9.469 23.293
C 8.637 -8.631 24.376
C 7.908 -9.140 25.515
C 7.530 -10.476 25.467
C 8.109 -11.281 24.472
C 7.541 -8.211 26.650
C 6.397 -8.438 27.452
C 6.066 -7.628 28.534
N 6.811 -6.571 28.880
C 7.964 -6.262 28.136
C 8.263 -7.026 26.997
C 6.323 -5.862 29.998
H 9.959 -11.304 21.862
H 8.294 -11.632 21.626
H 9.163 -12.784 22.586
H 9.447 -9.055 22.411
H 8.779 -7.563 24.298
H 6.686 -10.761 26.078
H 7.848 -12.324 24.365
H 5.738 -9.233 27.136
H 5.183 -7.859 29.111
H 8.539 -5.350 28.204
H 9.094 -6.689 26.395
H 5.291 -5.646 29.718
H 6.871 -4.932 30.141
H 6.448 -6.602 30.788
C 6.046 -19.512 11.436
N 7.087 -19.062 12.258
C 7.504 -17.782 12.129
C 8.342 -17.129 12.971
C 8.672 -17.802 14.125
C 8.184 -19.068 14.382
C 7.281 -19.679 13.506
C 9.691 -17.277 15.130
C 10.975 -16.889 14.809
C 11.981 -16.733 15.792
N 11.650 -16.719 17.074
C 10.350 -16.880 17.415
C 9.330 -17.267 16.480
C 12.701 -16.630 18.069
H 6.078 -20.600 11.375
H 6.207 -19.066 10.455
H 5.054 -19.327 11.850
H 7.198 -17.204 11.270
H 8.859 -16.265 12.580
H 8.501 -19.645 15.238
H 6.879 -20.673 13.636
H 11.266 -16.792 13.773
H 13.027 -16.692 15.525
H 10.173 -16.740 18.471
H 8.298 -17.493 16.709
H 13.309 -15.768 17.793
H 13.206 -17.540 17.748
H 12.333 -16.690 19.094
C 1.013 -28.700 13.715
N 0.320 -27.367 14.003
C 0.584 -26.284 13.261
C 0.032 -24.974 13.544
C -0.755 -24.852 14.660
C -1.000 -26.022 15.453
C -0.641 -27.290 14.999
C -1.303 -23.491 15.023
C -1.691 -22.561 14.022
C -2.268 -21.373 14.394
N -2.316 -21.047 15.639
C -1.962 -21.841 16.668
C -1.477 -23.116 16.369
C -2.827 -19.733 16.043
H 1.451 -28.852 14.701
H 1.773 -28.584 12.942
H 0.275 -29.438 13.400
H 1.293 -26.484 12.471
H 0.138 -24.066 12.968
H -1.580 -25.855 16.348
H -0.844 -28.220 15.510
H -1.620 -22.832 12.980
H -2.741 -20.674 13.720
H -2.032 -21.523 17.698
H -1.151 -23.673 17.235
H -2.336 -19.432 16.969
H -3.873 -19.980 16.222
H -2.652 -19.080 15.188
C 1.296 -19.821 12.818
N 0.546 -18.549 12.425
C 1.262 -17.428 12.122
C 0.642 -16.246 11.812
C -0.784 -16.181 11.822
C -1.493 -17.404 12.258
C -0.769 -18.559 12.451
C -1.407 -14.879 11.383
C -0.979 -13.660 11.875
C -1.651 -12.523 11.450
N -2.683 -12.590 10.606
C -3.014 -13.751 10.094
C -2.435 -14.973 10.486
C -3.365 -11.389 10.297
H 0.786 -20.758 12.596
H 1.553 -19.742 13.875
H 2.204 -19.702 12.227
H 2.327 -17.602 12.153
H 1.254 -15.368 11.666
H -2.572 -17.383 12.288
H -1.123 -19.578 12.501
H -0.074 -13.620 12.462
H -1.400 -11.535 11.805
H -3.912 -13.709 9.497
H -2.861 -15.859 10.038
H -3.995 -11.038 11.114
H -4.038 -11.428 9.441
H -2.723 -10.571 9.971
Cl 4.189 -21.492 13.653
Cl 0.604 -23.817 19.770
Cl 4.895 -13.474 24.753
Cl 9.212 -19.991 18.467
Cl 10.225 -14.714 20.351
```

2S+1   2
Highest occupied orbital energy (alpha / beta)   -15.15 / -15.15 eV
Net charge   +6

***

| no. | total energy (Ha) |
| --- | --- |
| 1 | -6572.084790 |
| 2 | -4536.222005 |
| 3 | -5174.461671 |